19
Properties=species:S:1:pos:R:3 method="wB97M-V/def2-TZVPD" homo_ev="-5.6 / -9.6" e_tot_ev=-13424.8807 e_above_lowest_kcal_mol=57.77 multiplicity=3 lumo_ev="0.64 / -1.97"
C 2.587 -0.360 -0.707
C 1.357 0.250 0.024
C -0.007 -0.589 0.026
C -1.058 0.329 0.657
N -1.254 1.705 0.412
N -2.634 -0.229 -0.223
O -3.029 -1.306 0.025
O -3.146 0.614 -0.910
O -0.044 -1.895 0.530
H 2.290 -0.384 -1.724
H 3.333 0.456 -0.649
H 2.743 -1.347 -0.303
H 1.209 1.297 -0.254
H 1.762 0.197 1.101
H -0.178 -0.806 -1.050
H -1.318 0.107 1.750
H -2.104 2.117 0.915
H -1.355 1.918 -0.529
H 0.846 -2.075 0.909